Entry 1:
ORCA calculation (ωB97M-V/def2-TZVPD) on a cluster of 8 separate species, C52H120N8O8 in total at a distorted geometry.

```
188
Properties=species:S:1:pos:R:3
C 1.658 2.927 -1.518
C 0.271 2.257 -1.230
C -0.700 3.341 -0.808
C -1.152 4.242 -1.833
C -1.635 3.369 -3.102
C -0.716 2.239 -3.540
N -0.304 1.449 -2.332
O 0.471 0.354 -2.718
C -1.502 1.359 -4.433
C 0.396 2.815 -4.440
C 0.303 1.241 -0.052
H 2.326 2.196 -1.974
H 2.217 3.270 -0.647
H 1.709 3.853 -2.092
H -1.553 2.778 -0.428
H -0.320 3.843 0.082
H -0.280 4.845 -2.086
H -1.922 4.866 -1.378
H -1.740 4.118 -3.887
H -2.654 3.058 -2.869
H -2.012 1.852 -5.261
H -0.819 0.570 -4.747
H -2.439 1.196 -3.900
H 1.230 2.114 -4.404
H 0.164 2.994 -5.490
H 0.874 3.708 -4.036
H -0.582 0.620 0.084
H 0.365 1.876 0.832
H 1.147 0.552 -0.008
H -0.121 -0.386 -2.563
C 2.243 -10.374 2.999
C 1.460 -9.154 3.731
C 2.317 -7.859 3.673
C 1.566 -6.530 3.931
C 0.357 -6.425 2.968
C -0.589 -7.615 3.184
N 0.228 -8.939 3.007
O -0.599 -10.036 2.855
C -1.412 -7.598 4.501
C -1.770 -7.487 2.130
C 1.228 -9.474 5.262
H 1.739 -11.330 3.139
H 3.184 -10.520 3.531
H 2.445 -10.100 1.964
H 3.055 -7.942 4.471
H 2.968 -7.832 2.799
H 2.205 -5.667 3.744
H 1.372 -6.269 4.971
H 0.815 -6.530 1.984
H -0.228 -5.509 3.052
H -1.771 -6.577 4.632
H -2.158 -8.389 4.426
H -0.774 -7.706 5.378
H -1.941 -6.430 1.930
H -1.414 -8.021 1.249
H -2.700 -7.971 2.428
H 2.100 -9.994 5.658
H 0.528 -10.304 5.361
H 0.987 -8.588 5.849
H -0.275 -10.340 2.004
C 3.035 -6.717 -5.817
C 2.700 -6.163 -4.501
C 2.971 -7.290 -3.397
C 4.424 -7.481 -2.991
C 4.943 -6.167 -2.513
C 4.873 -5.035 -3.666
N 3.461 -4.915 -4.196
O 3.260 -3.934 -5.068
C 5.240 -3.727 -2.980
C 5.877 -5.423 -4.734
C 1.175 -5.778 -4.324
H 3.126 -5.974 -6.610
H 2.347 -7.488 -6.164
H 4.025 -7.169 -5.759
H 2.224 -7.298 -2.603
H 2.779 -8.250 -3.875
H 4.977 -7.984 -3.784
H 4.427 -8.270 -2.240
H 6.024 -6.165 -2.370
H 4.579 -5.836 -1.541
H 4.380 -3.157 -2.629
H 5.930 -3.926 -2.160
H 5.537 -3.015 -3.750
H 6.928 -5.161 -4.616
H 6.006 -6.504 -4.784
H 5.649 -4.887 -5.655
H 0.859 -5.185 -5.183
H 0.993 -5.120 -3.474
H 0.501 -6.629 -4.227
H 2.748 -3.389 -4.466
C -0.209 3.241 10.133
C 1.323 3.529 9.647
C 1.447 4.990 9.075
C 1.666 6.027 10.169
C 2.979 5.724 10.930
C 2.888 4.323 11.700
N 2.420 3.301 10.621
O 2.423 1.940 11.053
C 4.262 3.978 12.297
C 1.895 4.483 12.861
C 1.516 2.641 8.458
H -0.207 3.243 11.223
H -0.495 2.189 10.152
H -0.978 3.828 9.631
H 2.344 5.150 8.476
H 0.696 5.275 8.338
H 0.802 5.888 10.819
H 1.789 7.053 9.821
H 3.022 6.531 11.661
H 3.893 5.836 10.347
H 4.580 4.623 13.115
H 4.471 2.993 12.714
H 5.032 4.127 11.541
H 2.227 4.568 13.895
H 1.064 5.156 12.648
H 1.373 3.537 13.010
H 1.351 1.568 8.557
H 2.572 2.684 8.192
H 1.077 2.805 7.473
H 3.252 1.618 10.693
C -3.886 3.395 4.582
C -4.616 2.164 4.772
C -6.081 2.508 5.180
O -6.720 1.345 5.825
C -6.410 1.104 7.203
N -4.664 1.386 3.577
H -4.106 3.900 3.642
H -2.809 3.224 4.569
H -3.991 4.128 5.383
H -4.054 1.569 5.492
H -6.628 2.807 4.285
H -6.236 3.440 5.722
H -5.334 1.068 7.373
H -6.840 0.184 7.599
H -6.778 1.906 7.842
H -4.784 2.044 2.821
H -5.375 0.681 3.445
C -5.289 8.902 -6.280
C -5.694 9.811 -5.124
C -6.949 9.394 -4.226
O -8.192 9.516 -4.968
C -8.579 10.807 -5.388
N -4.579 9.960 -4.242
H -4.364 9.159 -6.798
H -6.150 9.060 -6.929
H -5.321 7.826 -6.107
H -5.950 10.725 -5.661
H -7.144 10.173 -3.489
H -6.870 8.416 -3.750
H -9.598 10.724 -5.765
H -7.914 11.127 -6.190
H -8.570 11.543 -4.584
H -3.690 10.113 -4.696
H -4.467 9.112 -3.706
C 6.215 3.997 -8.173
C 6.397 4.435 -9.686
C 6.115 6.000 -9.847
O 4.835 6.542 -9.572
C 3.878 5.932 -10.491
N 7.762 4.291 -10.089
H 6.575 4.788 -7.514
H 6.903 3.157 -8.079
H 5.222 3.618 -7.931
H 5.698 3.765 -10.186
H 6.396 6.368 -10.834
H 6.761 6.548 -9.160
H 3.026 6.609 -10.431
H 3.506 4.956 -10.180
H 3.973 6.001 -11.575
H 8.224 4.901 -9.430
H 8.005 4.501 -11.046
C -5.685 -2.771 -2.442
C -5.708 -3.891 -3.466
C -5.039 -3.362 -4.667
O -4.910 -4.532 -5.522
C -4.216 -4.350 -6.752
N -5.103 -5.041 -2.786
H -6.387 -1.951 -2.598
H -4.698 -2.309 -2.405
H -5.962 -3.087 -1.436
H -6.639 -4.283 -3.876
H -4.032 -3.084 -4.356
H -5.601 -2.609 -5.219
H -3.632 -5.228 -7.027
H -3.672 -3.409 -6.663
H -4.944 -4.202 -7.549
H -4.367 -4.773 -2.147
H -4.584 -5.558 -3.482
```

Properties
- Total energy: -3092.6811 Eh
- Total charge: 0
- SMILES: CC1(C)CCCC(C)(C)N1O.CC1(C)CCCC(C)(C)N1O.CC1(C)CCCC(C)(C)N1O.CC1(C)CCCC(C)(C)N1O.COC[C@H](C)N.COC[C@H](C)N.COC[C@H](C)N.COC[C@H](C)N
- Energy relative to the best compared isomer or geometry (same formula, charge and spin): 175.2 kcal/mol
- Frontier orbital gap: 0.29612 Eh

***

Entry 2:
ORCA calculation (ωB97M-V/def2-TZVPD) on a cluster of 11 separate species, C52H121N19O4P4 in total at a distorted geometry.

```
200
Properties=species:S:1:pos:R:3
O 7.240 19.178 23.748
P 8.158 20.308 23.353
N 7.364 21.765 23.072
C 7.964 23.042 22.800
C 5.851 21.806 23.124
N 9.179 20.078 21.928
C 8.420 20.202 20.612
C 9.949 18.803 22.026
N 9.324 20.531 24.492
C 8.700 20.565 25.855
C 10.366 21.536 24.343
H 8.066 23.738 23.750
H 7.472 23.580 21.927
H 8.976 22.862 22.541
H 5.504 22.765 23.660
H 5.479 20.975 23.771
H 5.443 21.648 22.129
H 7.932 21.169 20.585
H 9.111 20.162 19.786
H 7.745 19.396 20.434
H 10.651 18.789 22.883
H 9.366 17.857 21.961
H 10.671 18.739 21.213
H 8.296 21.486 26.168
H 7.824 19.934 25.905
H 9.526 20.194 26.457
H 10.928 21.354 23.418
H 11.065 21.551 25.218
H 9.950 22.548 24.401
O 5.454 24.444 17.229
P 4.136 23.788 17.007
N 3.066 24.917 17.515
C 1.984 24.728 18.407
C 3.543 26.313 17.221
N 3.843 22.431 17.906
C 4.023 21.034 17.347
C 4.324 22.608 19.310
N 3.880 23.257 15.462
C 5.025 23.104 14.548
C 2.570 23.443 14.868
H 1.185 25.399 18.165
H 2.334 24.823 19.474
H 1.695 23.672 18.248
H 4.018 26.390 16.232
H 4.291 26.584 18.012
H 2.651 26.882 17.294
H 3.725 20.947 16.301
H 5.079 20.807 17.400
H 3.400 20.439 18.008
H 3.504 22.498 20.034
H 5.114 21.920 19.478
H 4.755 23.563 19.510
H 5.971 23.284 15.014
H 4.996 22.062 14.160
H 4.796 23.630 13.625
H 1.835 23.432 15.665
H 2.281 22.623 14.261
H 2.502 24.358 14.315
O -1.183 19.054 26.357
P -1.377 18.502 25.013
N -2.058 19.635 24.038
C -2.613 19.291 22.751
C -2.702 20.807 24.599
N -2.316 17.117 24.968
C -2.092 16.297 23.771
C -2.695 16.431 26.147
N 0.009 18.169 24.124
C 0.783 19.160 23.341
C 0.847 17.089 24.583
H -3.694 18.852 22.842
H -1.998 18.526 22.239
H -2.499 20.124 22.118
H -3.680 20.644 25.065
H -2.623 21.623 23.890
H -2.137 21.105 25.476
H -1.742 16.821 22.895
H -1.379 15.495 24.029
H -3.039 15.773 23.519
H -2.212 15.461 26.282
H -2.290 17.096 26.961
H -3.731 16.229 26.247
H 1.723 19.539 23.712
H 1.001 18.806 22.312
H 0.178 20.049 23.236
H 1.525 16.767 23.752
H 0.329 16.276 25.056
H 1.526 17.514 25.284
O 1.735 12.968 22.460
P 0.564 12.125 22.850
N 0.579 10.487 22.638
C 1.610 9.776 23.470
C 0.571 10.018 21.228
N -0.821 12.609 22.225
C -2.016 11.745 22.218
C -0.895 13.809 21.381
N 0.441 12.100 24.572
C -0.634 11.445 25.340
C 0.961 13.335 25.170
H 1.159 8.892 23.946
H 1.908 10.418 24.321
H 2.361 9.481 22.714
H 0.246 8.940 21.079
H 1.622 10.292 20.837
H -0.198 10.568 20.690
H -1.894 10.786 22.664
H -2.882 12.183 22.734
H -2.352 11.677 21.138
H 0.052 14.347 21.399
H -1.109 13.617 20.329
H -1.690 14.447 21.813
H -1.591 11.994 25.293
H -0.854 10.474 24.841
H -0.303 11.348 26.377
H 1.672 13.788 24.457
H 1.419 13.168 26.149
H 0.101 14.031 25.282
C 5.458 17.234 15.953
C 5.622 17.387 17.468
C 4.650 16.496 18.144
C 4.946 15.044 18.109
N 5.182 13.932 17.987
H 5.489 16.215 15.640
H 6.258 17.740 15.479
H 4.501 17.683 15.580
H 5.395 18.379 17.802
H 6.678 17.192 17.645
H 3.641 16.574 17.690
H 4.399 16.785 19.153
C 2.029 22.966 22.085
C 0.966 23.718 22.836
C -0.484 23.172 22.704
C -1.049 23.228 21.363
N -1.545 23.296 20.325
H 1.787 22.921 21.016
H 2.041 21.891 22.435
H 2.959 23.470 22.218
H 0.901 24.702 22.424
H 1.086 23.847 23.925
H -1.203 23.636 23.347
H -0.522 22.144 23.071
C 6.054 14.182 27.674
C 6.533 15.245 26.603
C 5.471 15.709 25.674
C 4.534 16.714 26.252
N 3.803 17.416 26.788
H 5.361 14.673 28.433
H 6.938 13.772 28.187
H 5.595 13.350 27.140
H 7.288 14.709 25.914
H 7.077 16.038 27.123
H 4.953 14.797 25.339
H 5.931 16.036 24.759
C 4.325 20.950 26.127
C 3.306 20.564 27.176
C 1.974 19.989 26.566
C 1.174 21.043 25.862
N 0.588 21.908 25.470
H 4.527 20.033 25.549
H 5.335 21.217 26.534
H 4.010 21.798 25.467
H 3.154 21.480 27.805
H 3.603 19.795 27.872
H 1.438 19.563 27.406
H 2.192 19.121 25.914
C 5.962 9.687 21.197
C 4.612 10.234 21.619
C 4.582 11.786 21.827
C 5.458 12.230 22.893
N 6.210 12.490 23.738
H 6.795 10.054 21.764
H 6.227 10.160 20.225
H 5.997 8.639 21.238
H 4.313 9.769 22.568
H 3.828 10.110 20.922
H 3.603 12.141 22.093
H 4.787 12.377 20.952
C 0.515 19.017 17.556
C -0.416 18.761 18.756
C -0.522 17.268 19.201
C 0.794 16.730 19.743
N 1.890 16.575 20.065
H 1.440 18.487 17.657
H 0.679 20.109 17.436
H -0.027 18.686 16.666
H -1.435 19.126 18.529
H -0.190 19.391 19.632
H -0.769 16.609 18.402
H -1.349 17.156 19.948
C 6.423 15.664 21.728
C 4.899 16.031 21.988
C 4.760 17.524 22.241
C 5.072 18.370 21.072
N 5.382 19.062 20.182
H 6.853 16.315 20.970
H 6.580 14.606 21.552
H 6.822 15.874 22.687
H 4.432 15.438 22.769
H 4.302 15.747 21.133
H 5.411 17.900 23.018
H 3.760 17.793 22.611
```

Properties
- Total energy: -4760.7116 Eh
- Total charge: 0
- SMILES: CN(C)P(=O)(N(C)C)N(C)C.CN(C)P(=O)(N(C)C)N(C)C.CN(C)P(=O)(N(C)C)N(C)C.CN(C)P(=O)(N(C)C)N(C)C.CCCC#N.CCCC#N.CCCC#N.CCCC#N.CCCC#N.CCCC#N.CCCC#N
- Energy relative to the best compared isomer or geometry (same formula, charge and spin): 0.0 kcal/mol
- Frontier orbital gap: 0.31895 Eh